## 1
An isolated ion of composition C5H9N2 and charge +1. Source: the Open Molecules 2025 dataset; level of theory: ωB97M-V/def2-TZVPD.

CARTESIAN COORDINATES (ANGSTROEM)
N1 0.38394 0.83721 -2.59531
C1 0.27973 -0.15384 -2.01429
C2 0.11798 -1.24416 -1.18926
C3 0.06014 -0.11687 0.06814
N2 1.34221 0.32386 0.50909
C4 -1.25704 0.52949 0.43001
C5 -0.86164 -0.68038 1.12248
H1 0.30876 1.83514 -2.77509
H2 1.01535 -1.93090 -1.07908
H3 -0.77776 -1.81209 -1.08915
H4 1.74016 1.09847 -0.07012
H5 1.97986 -0.43813 0.48152
H6 -1.94597 0.50969 -0.35934
H7 -1.37863 1.38500 0.90562
H8 -1.38638 -1.68021 0.88445
H9 -0.65594 -0.52887 2.15794

The calculation puts the LUMO energy at -0.151 Eh. Its total charge is +1. Its SMILES is [NH+]#CCC1(N)CC1. For the molar mass, the calculation gives 97.14 g mol⁻¹.

Atomic partial charges in e from the Löwdin method, atoms 1 to 2: 0.370, -0.075

## 2
An isolated ion of composition C5H9N2 and charge +1. Source: the Open Molecules 2025 dataset; level of theory: ωB97M-V/def2-TZVPD.

CARTESIAN COORDINATES (ANGSTROEM)
C1 -0.21066 2.01168 0.96300
C2 -0.80697 1.39419 -0.06205
C3 1.35597 -0.31165 1.50972
C4 1.33469 0.01752 0.02083
C5 -0.80608 -0.83839 -0.95109
N1 1.73069 0.97396 0.99891
N2 0.02837 0.33010 -0.69271
H1 -0.31537 2.91845 1.59233
H2 -1.71710 1.75944 -0.58142
H3 0.34280 -0.52398 1.82569
H4 2.04273 -0.97759 1.99775
H5 2.13170 -0.29360 -0.73595
H6 -0.52704 -1.57472 -1.75159
H7 -1.15689 -1.57102 -0.15588
H8 -1.79914 -0.51330 -1.31362
H9 0.43212 0.82120 -1.56364

The calculation puts the LUMO energy (spin up / spin down) at -0.183 / -0.183 Eh. Its total charge is +1. For the molar mass, the calculation gives 97.14 g mol⁻¹.

Atomic partial charges in e from the Löwdin method, atoms 1 to 2: 0.233, -0.087

Energy relative to the most stable one, in hartree: 1 0.0000; 2 0.0955